No. 1
Molecular formula: C17H39AsCl8F6N3O4
Method: DFT, wB97M-V/def2-TZVPD

Summary:
E_tot ... -208245.25438 eV
HOMO energy (spin up / spin down) ... -9.5 / -9.5 eV
HOMO-LUMO gap (spin up / spin down) ... 0.270 / 0.083 Eh
2S+1 ... 2
LUMO energy (spin up / spin down) ... -2.1 / -7.2 eV

Each line ends with the Mulliken spin population.
CARTESIAN COORDINATES (ANGSTROEM)
As (0.34130, 0.19325, -0.17758)  0.00
Cl (-4.40537, 3.39082, 1.53943)  0.00
Cl (3.72961, -0.03375, 5.56034)  0.00
Cl (-0.65167, -4.94033, -3.62239)  0.00
Cl (-3.19171, 2.03155, 4.04459)  0.00
Cl (1.61504, -4.89159, 3.64659)  0.00
Cl (-3.16385, -4.19164, -1.38809)  0.00
Cl (0.40947, 0.19747, 4.94876)  0.00
Cl (-0.90266, -4.60471, 6.13109)  0.00
F (0.24058, 1.52101, 1.06354)  0.00
F (2.16794, 0.15369, 0.06355)  0.00
F (-1.44970, 0.22419, -0.38769)  0.00
F (0.59824, 1.33358, -1.59193)  0.00
F (0.07184, -1.01782, 1.08302)  0.00
F (0.49993, -1.19730, -1.38233)  0.00
O (-5.68560, -1.84615, -1.82700)  0.00
O (0.32875, 2.97754, -6.39882)  0.88
O (6.23315, -2.29702, -0.90216)  0.00
O (3.40685, 5.73983, -1.01854)  0.00
N (4.90648, -1.41464, 0.64882)  0.00
N (4.32206, 3.95952, 0.13242)  0.00
N (-0.02555, 1.64731, -4.61491)  0.03
C (0.73772, 2.28093, -5.45417)  -0.01
C (-0.09613, -3.43353, 5.11818)  0.00
C (-1.72215, -3.11563, -1.67989)  0.00
C (2.20378, 2.16406, -5.38571)  0.08
C (-1.16327, -3.18533, -3.14797)  0.00
C (-5.64958, -0.55265, -1.37094)  0.00
C (-2.80654, 1.44447, 2.43119)  0.00
C (3.28697, 4.62487, -0.49794)  0.00
C (-2.78830, 2.62129, 1.43962)  0.00
C (5.42266, -1.44527, -0.51264)  0.00
C (0.06811, -3.91139, 3.67525)  0.00
C (-7.04969, -0.08849, -0.97864)  0.00
C (5.16661, -0.30766, -1.40933)  0.00
C (1.69503, 0.01722, 3.75626)  0.00
C (1.89456, 3.99259, -0.45254)  0.00
C (2.85318, -0.83115, 4.28109)  0.00
C (-4.58564, -0.36480, -0.32499)  0.00
H (-0.85279, -2.64917, 5.13653)  0.00
H (-2.08900, -2.11108, -1.46921)  0.00
H (2.80866, 1.89414, -6.25137)  0.00
H (-3.54413, 0.66318, 2.24775)  0.00
H (1.35396, -0.52081, 2.87179)  0.00
H (-4.56004, 0.58359, 0.21167)  0.00
H (1.94949, 2.90398, -0.45556)  0.00
H (-1.85052, -2.78135, -3.89132)  0.00
H (-0.94459, -3.36993, -0.95960)  0.00
H (-4.91872, -0.92312, 0.54990)  0.00
H (0.23990, 0.99211, -3.89356)  0.00
H (-2.49000, 2.37293, 0.42107)  0.00
H (4.14219, 3.02331, 0.46598)  0.00
H (4.34127, -0.39121, -2.11639)  0.00
H (-0.99740, 1.89513, -4.73403)  0.01
H (3.55476, -1.22585, 3.54618)  0.00
H (1.98571, 1.00819, 3.40759)  0.00
H (2.51672, 3.16688, -5.09497)  0.00
H (-0.26040, -2.57544, -3.17906)  0.00
H (-3.66030, -0.78265, -0.72155)  0.00
H (-7.46866, -0.59960, -0.11184)  0.00
H (1.29936, 4.51387, 0.29720)  0.00
H (-5.23011, -0.01763, -2.22294)  0.00
H (-2.08856, 3.36324, 1.82430)  0.00
H (5.25789, 4.30756, 0.28473)  0.00
H (0.79627, -3.08274, 5.63651)  0.00
H (0.00406, -3.18123, 2.86848)  0.00
H (-7.69361, -0.25382, -1.84243)  0.00
H (-7.06301, 0.99972, -0.91771)  0.00
H (2.47484, 1.54341, -4.53164)  0.02
H (5.10734, -2.18793, 1.26670)  0.00
H (4.25621, -0.67392, 0.86925)  0.00
H (6.00324, 0.00444, -2.03443)  0.00
H (2.41597, -1.72913, 4.71763)  0.00
H (-0.71142, -4.62104, 3.39806)  0.00
H (-5.43174, -2.28145, -1.00988)  0.00
H (1.40728, 4.38224, -1.34631)  0.00
H (4.94146, 0.58615, -0.82753)  0.00
H (-1.86398, 0.91067, 2.55248)  0.00



No. 2
Molecular formula: C17H22N2O2S
Method: DFT, wB97M-V/def2-TZVPD

Summary:
E_tot ... -35896.45875 eV
HOMO energy ... -9.3 eV
HOMO-LUMO gap ... 0.362 Eh
ΔE to the lowest compared entry with this formula, charge and spin ... 54.75 kcal per mole
SMILES ... CCCCc1ccc(S(=O)(=O)NCCc2ccncc2)cc1
LUMO energy ... 0.6 eV

Each line ends with the Löwdin charge.
CARTESIAN COORDINATES (ANGSTROEM)
S (-2.52047, -1.30381, 0.22486)  0.66
O (-2.83057, -2.05784, 1.40461)  -0.29
O (-3.09272, -1.70033, -1.03222)  -0.29
N (-2.96390, 0.27395, 0.56673)  -0.13
N (1.44541, 1.92441, 0.17652)  0.06
C (-0.71544, 2.38058, 1.06618)  -0.02
C (3.47380, -1.75239, -0.34770)  -0.15
C (0.64318, 2.15440, 1.20063)  -0.14
C (0.91728, 1.90963, -1.03482)  -0.14
C (5.26807, 0.35660, 1.18186)  -0.11
C (-3.37784, 1.12049, -0.52631)  -0.23
C (1.42258, -1.24746, 1.03141)  -0.02
C (-1.27422, 2.36632, -0.20571)  -0.24
C (4.25791, -0.58384, -0.96015)  -0.20
C (-0.42783, 2.12193, -1.28075)  -0.02
C (4.38992, 0.62466, -0.03508)  -0.27
C (0.04960, -1.12730, 1.16108)  -0.06
C (1.18046, -1.53504, -1.33288)  -0.03
C (-0.19151, -1.41286, -1.21175)  -0.06
C (2.00270, -1.48500, -0.21045)  -0.22
C (-2.75098, 2.51889, -0.40017)  -0.13
C (-0.74783, -1.23168, 0.03925)  -0.28
H (1.61174, 1.71900, -1.84227)  0.11
H (3.76042, -0.27268, -1.88098)  0.10
H (6.24958, -0.00386, 0.87807)  0.07
H (2.04866, -1.18769, 1.90903)  0.12
H (-2.96929, 3.08495, -1.30671)  0.12
H (-3.18946, 3.03591, 0.45458)  0.11
H (3.39860, 0.94900, 0.28404)  0.06
H (-0.84670, -1.49869, -2.06425)  0.11
H (5.40238, 1.27223, 1.75269)  0.07
H (3.89442, -1.99847, 0.62681)  0.11
H (1.61813, -1.70929, -2.30514)  0.12
H (4.83422, 1.44203, -0.60810)  0.11
H (-3.02413, 0.63051, -1.43539)  0.11
H (4.82043, -0.38380, 1.83984)  0.06
H (3.60186, -2.62347, -0.99575)  0.12
H (5.25608, -0.94189, -1.22581)  0.11
H (-0.41748, -0.99202, 2.12345)  0.12
H (-4.46898, 1.20379, -0.58875)  0.13
H (-0.81225, 2.09896, -2.28918)  0.12
H (1.11867, 2.15724, 2.17282)  0.11
H (-3.51915, 0.32998, 1.40398)  0.11
H (-1.33035, 2.56306, 1.93368)  0.11



No. 3
Molecular formula: C40H73BClNO23Si
Method: DFT, wB97M-V/def2-TZVPD

Summary:
E_tot ... -112328.39577 eV
HOMO energy ... -9.0 eV
HOMO-LUMO gap ... 0.318 Eh
SMILES ... COCCCCCC[C@H](CCCCl)OCCN(OB(O)O)[Si](C)(C)C.C[C@@H]1COC(=O)O1.C[C@@H]1COC(=O)O1.C[C@@H]1COC(=O)O1.C[C@@H]1COC(=O)O1.C[C@@H]1COC(=O)O1.C[C@@H]1COC(=O)O1
LUMO energy ... -0.4 eV

Each line ends with the Löwdin charge.
CARTESIAN COORDINATES (ANGSTROEM)
Cl (-7.01559, -0.32396, 2.20635)  0.58
Si (-1.98785, -3.61748, 1.98995)  0.48
O (8.69547, 1.47582, -10.37681)  0.16
O (0.02328, 5.97951, -1.75624)  0.06
O (0.57576, 9.17038, 3.18498)  0.07
O (-1.45816, -6.70445, 4.17170)  0.15
O (4.44732, -10.03237, 0.60993)  0.05
O (1.40744, -0.79222, -6.52670)  0.09
O (1.67842, 0.60971, -8.26891)  0.15
O (-0.21613, -0.93985, -1.25772)  0.14
O (-0.06755, -7.68962, 5.64569)  0.07
O (0.99101, 8.01058, -1.84695)  0.16
O (6.95711, 2.77902, -10.97780)  0.06
O (-2.29153, -2.17793, -1.43642)  0.17
O (3.14006, -10.67047, -1.06588)  0.09
O (0.53739, -7.51208, 3.51943)  0.08
O (0.92710, 1.36044, -6.28289)  0.06
O (-3.92714, 1.09458, 2.66121)  -0.14
O (-1.21048, 7.75610, -2.24501)  0.09
O (-1.07724, 7.62872, 3.09162)  0.16
O (0.10429, 1.91313, 5.32579)  -0.19
O (2.52030, -11.11180, 1.05558)  0.16
O (-1.36257, -1.45713, 0.68193)  0.06
O (0.65791, 7.54903, 1.67489)  0.07
O (6.87178, 1.65842, -9.06399)  0.08
N (-2.50952, -2.03771, 1.35985)  -0.14
C (-6.21880, 1.53378, 4.12988)  -0.24
C (-2.93486, -1.04589, 2.32854)  -0.18
C (-0.43061, -7.25163, 4.42074)  -0.57
C (-6.41606, 0.04513, 3.85613)  -0.55
C (-5.94226, 2.46261, 2.94911)  -0.17
C (-3.42278, -4.38562, 2.87443)  -0.15
C (1.87841, 9.24379, 2.58470)  -0.08
C (-3.70368, 3.46579, 2.31145)  -0.14
C (5.61460, 2.90696, -10.49837)  -0.09
C (1.22363, -0.59621, -5.10594)  -0.32
C (-4.62106, 2.24914, 2.17596)  -0.33
C (7.61795, 1.92453, -10.15899)  -0.57
C (-0.52278, -3.43065, 3.13003)  -0.14
C (-0.54501, 1.03510, 6.21016)  -0.12
C (-2.06187, 6.61504, -2.48408)  -0.32
C (-0.56130, 4.35788, 3.09307)  -0.19
C (4.50859, -10.27388, -3.02426)  -0.02
C (2.84858, 7.76414, 0.68879)  -0.02
C (1.11966, -8.48013, 5.49984)  -0.08
C (0.17005, 3.01664, 3.20705)  -0.16
C (4.57174, 1.95406, -8.35503)  -0.03
C (1.36892, 0.40556, -7.13916)  -0.57
C (2.54323, -8.87078, 3.39511)  -0.02
C (1.73018, -7.92085, 4.22754)  -0.32
C (-1.46556, -4.66784, 0.54865)  -0.14
C (-3.47808, 6.92268, -2.08377)  -0.02
C (0.55095, -1.78020, -4.47282)  -0.01
C (4.12302, -9.79267, -1.65303)  -0.32
C (5.76256, 2.58064, -9.02357)  -0.32
C (-3.44172, 0.21931, 1.65516)  -0.20
C (-1.34206, 5.55087, -1.67425)  -0.09
C (-0.04964, 8.07603, 2.69278)  -0.57
C (-1.42708, 4.49949, 1.83280)  -0.20
C (-0.52041, 1.95433, 4.05522)  -0.24
C (3.28924, -10.65411, 0.27454)  -0.57
C (0.02826, 7.31872, -1.94868)  -0.56
C (5.20459, -9.82727, -0.58808)  -0.09
C (0.44301, 0.70724, -5.10548)  -0.09
C (1.67832, 8.49368, 1.28044)  -0.32
C (-2.36411, 3.31086, 1.60305)  -0.20
B (-1.35219, -1.51938, -0.67359)  -0.84
H (-3.54811, 3.65698, 3.38083)  0.13
H (-3.55086, 7.08116, -1.00749)  0.09
H (-3.76413, -1.50650, 2.87428)  0.11
H (1.16139, 3.16768, 3.63995)  0.12
H (-1.65045, 5.57153, -0.62600)  0.11
H (3.77675, 2.69053, -8.23659)  0.09
H (2.75926, -8.43258, 2.42183)  0.08
H (-1.49322, 1.45230, 6.57265)  0.09
H (0.82885, -9.52548, 5.37155)  0.14
H (-1.19820, -5.65329, 0.94235)  0.04
H (0.12216, 0.87499, 7.05602)  0.09
H (-0.35055, -0.01931, -1.50110)  0.10
H (-2.55012, 3.16582, 0.52994)  0.11
H (5.16944, -9.54695, -3.49744)  0.09
H (-7.16728, -0.37131, 4.52437)  0.07
H (-0.62846, 0.52450, -5.22132)  0.14
H (-0.57904, -4.26180, 0.05316)  0.04
H (-2.62204, 0.69986, 1.10843)  0.11
H (-5.93013, 3.47827, 3.35607)  0.11
H (3.54598, 8.47103, 0.23911)  0.10
H (-0.77023, 4.66043, 0.97197)  0.09
H (0.32997, 2.60378, 2.20420)  0.11
H (-4.23599, -0.02619, 0.93842)  0.12
H (2.21735, -0.43008, -4.67940)  0.16
H (-4.22044, 4.34690, 1.90860)  0.13
H (-5.39465, 1.61353, 4.84503)  0.12
H (5.78076, -8.91135, -0.49509)  0.14
H (-1.99039, 6.38289, -3.55081)  0.16
H (-7.11147, 1.91494, 4.63069)  0.11
H (-0.46691, -1.89986, -4.84651)  0.10
H (3.62232, -10.38644, -3.64634)  0.09
H (-4.33324, -4.39877, 2.27177)  0.04
H (-2.24882, -4.78402, -0.20132)  0.04
H (-6.78713, 2.41580, 2.25970)  0.09
H (-3.64229, -3.92611, 3.83997)  0.04
H (-1.88883, 2.39331, 1.95429)  0.08
H (3.49272, -9.07681, 3.89072)  0.10
H (2.01941, -9.81185, 3.23126)  0.08
H (0.27525, -2.85766, 2.65101)  0.04
H (-3.10217, -5.41804, 3.05590)  0.02
H (-1.17919, 4.51872, 3.98362)  0.12
H (2.28736, -7.00674, 4.45468)  0.16
H (-0.76591, -2.95640, 4.08367)  0.03
H (2.59068, 8.72951, 3.23508)  0.14
H (-2.03005, 5.40697, 1.94046)  0.10
H (-3.82730, 7.81971, -2.59250)  0.09
H (-1.42573, 4.54290, -2.07390)  0.14
H (-4.85535, 2.09357, 1.11426)  0.14
H (0.16889, 5.16734, 3.09232)  0.09
H (1.73409, -8.36601, 6.38797)  0.14
H (-5.49709, -0.51540, 3.97972)  0.05
H (0.62816, 1.34332, -4.24303)  0.13
H (1.10455, -2.69184, -4.69383)  0.09
H (5.01996, -11.23517, -2.96897)  0.09
H (4.98847, 2.16754, -11.00391)  0.14
H (-2.15012, -0.78136, 3.05383)  0.12
H (5.87215, -10.68108, -0.72921)  0.14
H (3.67474, -8.79547, -1.69498)  0.16
H (-4.12836, 6.09409, -2.36629)  0.09
H (-1.59064, 2.18783, 4.17325)  0.11
H (2.15920, 10.28646, 2.46945)  0.14
H (4.17940, 1.12282, -8.93919)  0.08
H (-0.75482, 0.06550, 5.73839)  0.08
H (-0.14623, -4.43617, 3.33901)  0.02
H (1.22201, 9.14790, 0.53266)  0.15
H (3.37254, 7.15942, 1.43055)  0.09
H (0.51268, -1.64690, -3.39149)  0.07
H (-0.46376, 0.95540, 3.59755)  0.12
H (2.48243, 7.11872, -0.10565)  0.07
H (6.10709, 3.46661, -8.48098)  0.16
H (-3.13240, -1.73268, -1.57107)  0.11
H (5.25405, 3.90989, -10.70781)  0.14
H (4.84749, 1.58398, -7.36790)  0.09



No. 4
Molecular formula: CH4N2O2S
Method: DFT, wB97M-V/def2-TZVPD

Summary:
E_tot ... -19007.24333 eV
HOMO energy (spin up / spin down) ... -7.5 / -7.5 eV
HOMO-LUMO gap (spin up / spin down) ... 0.194 / 0.194 Eh
ΔE to the lowest compared entry with this formula, charge and spin ... 107.94 kcal per mole
LUMO energy (spin up / spin down) ... -2.2 / -2.2 eV

Each line ends with the Löwdin charge.
CARTESIAN COORDINATES (ANGSTROEM)
S (-1.71195, 1.68535, -0.08646)  0.04
O (0.13757, -1.02457, 1.02301)  -0.03
O (-0.25357, -3.03851, 0.00569)  0.17
N (1.18890, 0.63170, -0.25553)  0.13
N (0.06232, -1.96202, -0.26336)  0.12
C (0.43885, 0.22954, 0.74696)  -0.38
H (1.07864, -0.08938, -0.98536)  0.12
H (-2.36528, 1.09169, -1.21187)  -0.30
H (1.09924, 1.56728, -0.47591)  0.06
H (0.32529, 0.90892, 1.50283)  0.08